Entry 1:
The following is a DFT calculation (ωB97M-V/def2-TZVPD) of a molecular structure, C20H17BrCoF6N6O6S2.

Last column: natural (NBO) charge in e.
Element x y z (Å)
Co1 -0.76576 0.81216 0.99786  1.441
C1 4.70532 0.97587 -0.37144  -0.642
C2 3.65847 0.89462 0.69753  -0.013
C3 3.97072 0.85356 2.05433  -0.104
C4 2.96500 0.75014 3.00174  -0.237
C5 1.66808 0.68618 2.54334  0.136
Br1 0.19242 0.49305 3.70748  0.200
N1 1.33848 0.72433 1.25811  -0.508
C6 2.31441 0.83512 0.35766  0.070
H1 5.70406 0.99214 0.05702  0.239
H2 4.57019 1.87570 -0.97229  0.246
H3 4.63113 0.11813 -1.04082  0.236
H4 5.00457 0.88894 2.37168  0.245
H5 3.17408 0.72309 4.06093  0.261
H6 2.01002 0.86655 -0.68134  0.203
N2 -0.77881 1.11792 -1.19761  -0.758
C7 -2.13289 1.00253 -1.71585  -0.380
C8 -3.17807 0.84590 -0.53443  0.792
O1 -4.33698 0.85434 -0.82562  -0.539
O2 -2.60049 0.68459 0.60217  -0.692
H7 -0.48290 2.09354 -1.16936  0.444
H8 -0.10753 0.59074 -1.74337  0.394
H9 -2.25872 0.11243 -2.32894  0.222
H10 -2.45911 1.88155 -2.26694  0.256
F1 1.80646 3.72357 1.97989  -0.316
C9 0.80634 4.25795 2.68614  0.755
F2 0.93213 5.56345 2.74512  -0.279
F3 0.90647 3.77054 3.92947  -0.312
S1 -0.87314 3.73300 1.97480  2.229
O3 -0.49565 2.81025 0.86204  -1.007
O4 -1.53946 3.04015 3.02812  -0.894
N3 -1.59777 5.00642 1.48394  -1.140
S2 -0.91544 5.70009 0.19723  2.233
O5 0.45216 5.28243 0.08704  -0.947
O6 -1.26877 7.05968 0.04456  -0.855
C10 -1.78469 4.76319 -1.20541  0.721
F4 -2.28425 5.57415 -2.11619  -0.284
F5 -0.90163 3.93830 -1.82013  -0.346
F6 -2.76412 3.98196 -0.73320  -0.316
N4 -1.15495 -8.34476 -4.54033  -0.238
C11 -1.09367 -7.48427 -3.78227  0.246
C12 -1.01154 -6.41961 -2.83045  -0.148
C13 -1.05023 -5.09351 -3.25278  -0.151
C14 -0.96952 -4.07274 -2.32536  -0.172
C15 -0.85054 -4.36074 -0.97031  0.133
C16 -0.81058 -5.68582 -0.55116  -0.210
C17 -0.88982 -6.71099 -1.47467  -0.130
N5 -0.77379 -3.30918 -0.00864  -0.313
C18 -0.67662 -3.44981 1.35931  -0.045
C19 -0.64533 -2.19837 1.87972  -0.074
N6 -0.70920 -1.28591 0.85384  -0.498
C20 -0.79517 -1.98718 -0.25922  0.221
H11 -1.14333 -4.86483 -4.30465  0.246
H12 -1.00661 -3.05359 -2.68223  0.205
H13 -0.72075 -5.94041 0.49371  0.227
H14 -0.85739 -7.73926 -1.14440  0.248
H15 -0.63629 -4.39489 1.86453  0.247
H16 -0.59670 -1.91543 2.91281  0.242
H17 -0.89235 -1.56694 -1.24269  0.210

For the relative energy (zero: lowest compared OMol25 entry of this formula, charge and spin), the calculation gives 2.303 eV. The orbital gap (spin up / spin down) is 6.367 / 6.429 eV. Its charge is +1.

=====

Entry 2:
The following is a DFT calculation (ωB97M-V/def2-TZVPD) of 8 unconnected molecules or ions with the total composition C19H34Br14IN2O2.

Last column: Löwdin charge in e.
Element x y z (Å)
O1 11.71212 -1.68925 -1.84820  -0.057
O2 10.68006 -2.20923 -2.45430  -0.241
C1 9.72171 -1.14512 -2.87734  -0.069
C2 8.21462 -1.73543 -2.44224  -0.078
C3 7.97598 -3.27306 -2.79079  0.093
C4 6.52453 -3.83941 -2.31969  0.076
C5 5.70211 -2.66023 -1.59044  -0.050
N1 6.21054 -1.30594 -1.45402  -0.564
I1 4.93625 0.05223 -0.46514  0.972
N2 7.36530 -0.73095 -1.80932  0.048
H1 11.87542 -2.26320 -1.03001  0.158
H2 9.94842 -0.09792 -2.40429  0.152
H3 9.79550 -1.08058 -4.05411  0.150
H4 8.79292 -3.92020 -3.31629  0.137
H5 6.14464 -4.93005 -2.48146  0.128
H6 4.63997 -2.92781 -1.15183  0.134
Br1 2.82185 2.44022 1.92620  0.594
C6 1.17491 1.49415 2.37093  -0.722
C7 1.46677 0.11868 2.92500  -0.652
Br2 1.95956 -1.12392 1.50493  0.573
H7 0.56179 1.47755 1.46653  -0.034
H8 0.68495 2.11737 3.12572  -0.050
H9 0.56947 -0.31083 3.38036  0.069
H10 2.28045 0.10844 3.65532  0.060
Br3 2.34367 2.76204 -2.85198  0.591
C8 0.69673 1.81597 -2.40725  -0.686
C9 0.98859 0.44050 -1.85318  -0.729
Br4 1.48138 -0.80210 -3.27325  0.577
H11 0.08361 1.79937 -3.31165  0.059
H12 0.20677 2.43919 -1.65246  0.039
H13 0.09130 0.01099 -1.39782  0.038
H14 1.80227 0.43026 -1.12286  -0.034
Br5 1.92220 3.23820 6.17237  0.605
C10 0.90569 4.80674 5.61415  -0.681
C11 -0.58177 4.55846 5.71364  -0.667
Br6 -1.21287 3.45305 4.23605  0.661
H15 1.23773 5.05988 4.60429  0.054
H16 1.21032 5.60162 6.30230  0.062
H17 -1.13535 5.49777 5.62305  0.063
H18 -0.87706 4.05505 6.63827  0.058
Br7 -1.97290 1.51335 0.69487  0.673
C12 -3.85788 1.73375 0.24375  -0.710
C13 -4.53711 2.69870 1.18800  -0.682
Br8 -4.90530 1.85972 2.90964  0.605
H19 -4.30532 0.73678 0.24470  0.023
H20 -3.86078 2.12785 -0.77745  0.052
H21 -5.51670 2.99208 0.79904  0.006
H22 -3.94691 3.59676 1.38976  0.057
Br9 -7.61790 -3.22953 3.92550  0.605
C14 -6.12954 -2.14192 3.28747  -0.708
C15 -5.07610 -1.97435 4.35812  -0.698
Br10 -5.63330 -0.67166 5.69828  0.585
H23 -6.55122 -1.19542 2.94038  0.036
H24 -5.72442 -2.69024 2.43108  0.058
H25 -4.15498 -1.56697 3.93089  0.051
H26 -4.84617 -2.90164 4.88992  0.053
Br11 -2.12079 -2.92795 -4.70021  0.594
C16 -1.33883 -4.65445 -5.16169  -0.692
C17 0.04431 -4.80387 -4.57119  -0.691
Br12 1.35901 -3.78206 -5.58655  0.573
H27 -1.35714 -4.73244 -6.25152  0.055
H28 -2.02126 -5.39740 -4.73684  0.060
H29 0.37987 -5.84318 -4.63592  0.058
H30 0.11159 -4.46854 -3.53265  0.050
Br13 -7.67503 4.28699 -0.92957  0.624
C18 -8.67104 2.88218 -1.84592  -0.684
C19 -8.46915 1.54254 -1.17607  -0.675
Br14 -6.72676 0.78726 -1.62007  0.649
H31 -8.35557 2.89723 -2.89205  0.055
H32 -9.71944 3.19040 -1.78238  0.063
H33 -9.19746 0.81436 -1.54522  0.062
H34 -8.52878 1.58913 -0.08528  0.057

The orbital gap is 6.407 eV. Its charge is +1.

=====

Entry 3:
The following is a DFT calculation (ωB97M-V/def2-TZVPD) of 8 unconnected molecules or ions with the total composition C3H19O9S.

Last column: natural (NBO) charge in e.
Element x y z (Å)
O1 -0.94242 0.61725 0.20883  -0.880
C1 -0.38086 1.78212 0.13663  0.805
O2 -0.40162 2.60140 1.01731  -0.686
C2 0.41684 2.03086 -1.15746  -0.528
C3 1.88099 2.02110 -0.81732  -0.524
S1 2.93981 1.73695 -2.29208  -0.089
H1 0.09990 3.01746 -1.63468  0.209
H2 0.11179 1.25029 -1.89263  0.206
H3 2.07681 1.29841 -0.01518  0.271
H4 2.20441 3.00954 -0.35216  0.227
H5 2.89342 0.40624 -2.29903  0.126
H6 -0.01387 -0.85892 0.11525  0.498
H7 -0.10761 -2.28579 -0.53217  0.518
O3 0.36580 -1.71813 0.17876  -1.047
H8 -0.86675 -1.59032 2.84121  0.495
H9 -0.29596 -2.34811 1.65929  0.502
O4 -0.92173 -2.42324 2.41822  -1.004
H10 1.30169 -0.08319 2.20348  0.484
H11 1.76897 -1.02692 1.14743  0.489
O5 2.10341 -0.30772 1.72747  -1.008
H12 -1.73496 -2.01028 -1.73162  0.496
H13 -2.02289 -3.04949 -0.70107  0.498
O6 -1.40284 -2.85453 -1.46559  -1.007
H14 -0.66731 0.24293 1.86093  0.508
H15 -0.45460 1.13708 3.09365  0.500
O7 -0.33726 0.20197 2.76449  -1.012
H16 -2.25596 -2.67742 1.38416  0.507
H17 -3.20890 -1.82291 0.53509  0.474
O8 -2.97392 -2.73098 0.72892  -0.985
H18 -1.74769 0.07767 -1.02214  0.516
H19 -1.94567 0.20853 -2.60287  0.466
O9 -2.19862 -0.34735 -1.87275  -1.025

For the relative energy (zero: lowest compared OMol25 entry of this formula, charge and spin), the calculation gives 0.000 eV. The orbital gap is 9.142 eV. Its charge is -1.

=====

Entry 4:
The following is a DFT calculation (ωB97M-V/def2-TZVPD) of a gas-phase ion, C13H17N2 (charge +1).

Last column: natural (NBO) charge in e.
Element x y z (Å)
C1 1.91712 -3.02389 -1.39807  -0.215
C2 1.22561 -1.74685 -1.38050  -0.262
C3 1.12897 0.36745 2.30919  -0.178
C4 1.58746 -0.90979 2.21247  -0.162
C5 2.37128 -3.54684 -0.21221  0.033
C6 0.94614 -1.19252 -0.20264  0.069
C7 0.28850 1.15614 1.35805  -0.076
C8 1.58655 -1.68048 0.98669  0.110
C9 -0.14582 0.49992 0.26518  0.190
C10 -0.02936 2.51629 1.70396  -0.655
C11 -0.77435 1.83750 -1.62404  -0.427
C12 -2.53492 1.31405 0.06866  -0.358
C13 -1.64695 -0.43671 -1.44160  -0.393
N1 2.16183 -2.86314 0.95786  -0.380
N2 -1.22999 0.84384 -0.65941  -0.293
H1 1.97178 -3.58281 -2.29155  0.232
H2 0.80960 -1.37762 -2.27723  0.218
H3 1.42530 0.87480 3.25699  0.234
H4 2.29026 -1.37695 2.84480  0.248
H5 2.69972 -4.62409 -0.23838  0.228
H6 0.15666 3.27806 0.95276  0.236
H7 -1.11501 2.48174 2.03673  0.227
H8 0.47387 2.89912 2.51291  0.252
H9 -0.36553 2.74855 -1.14478  0.238
H10 0.04792 1.41479 -2.26602  0.243
H11 -1.57931 2.14919 -2.35867  0.239
H12 -3.12493 1.68915 -0.66881  0.217
H13 -3.02626 0.46425 0.60148  0.243
H14 -2.21767 2.03549 0.72037  0.215
H15 -1.33836 -0.52680 -2.43416  0.230
H16 -1.17334 -1.26668 -0.87693  0.263
H17 -2.78674 -0.41515 -1.31312  0.230

For the relative energy (zero: lowest compared OMol25 entry of this formula, charge and spin), the calculation gives 6.728 eV. The orbital gap is 8.378 eV. Its charge is +1.

=====

Entry 5:
The following is a DFT calculation (ωB97M-V/def2-TZVPD) of a molecular structure, C17H30N5O8P2S2V.

Last column: natural (NBO) charge in e.
Element x y z (Å)
V1 0.08438 -0.04537 0.30614  0.516
C1 2.91298 4.84223 1.20154  -0.620
C2 1.77522 3.85131 1.06017  -0.065
O1 2.30454 2.59985 0.60262  -0.839
P1 1.72577 1.84326 -0.69569  1.664
S1 2.49118 0.01670 -0.63311  -0.524
S2 -0.20629 2.15377 -0.98378  -0.511
O2 2.43648 2.68223 -1.89871  -0.830
C3 3.86060 2.66534 -1.99824  -0.068
C4 4.28376 3.78690 -2.92333  -0.617
H1 2.54137 5.76990 1.63962  0.207
H2 3.35691 5.06483 0.22962  0.199
H3 3.68552 4.43236 1.85305  0.213
H4 1.02130 4.21599 0.36165  0.193
H5 1.29859 3.67040 2.02422  0.198
H6 4.17880 1.69391 -2.38483  0.184
H7 4.30473 2.79395 -1.00705  0.182
H8 3.75674 3.70877 -3.87438  0.212
H9 5.35794 3.72382 -3.10570  0.203
H10 4.05871 4.75827 -2.48194  0.204
C5 -4.21738 -2.60132 0.89118  -0.624
C6 -4.05604 -2.32976 -0.60350  -0.360
C7 -3.61344 -0.89367 -0.99829  -0.270
C8 -3.72123 -0.74419 -2.52277  -0.361
C9 -3.37041 0.65740 -3.01932  -0.622
C10 -4.55593 0.07597 -0.30194  0.725
O3 -5.68098 0.29748 -0.70293  -0.616
N1 -4.08483 0.62597 0.85635  -0.662
C11 -2.79568 0.46688 1.41489  0.805
O4 -2.58616 0.89997 2.52449  -0.590
N2 -1.87634 -0.16222 0.63263  -0.723
C12 -2.17511 -0.68208 -0.56089  0.720
O5 -1.21434 -1.00855 -1.28243  -0.657
H11 -4.48705 -3.64780 1.04286  0.208
H12 -5.00914 -1.98917 1.32503  0.207
H13 -3.28913 -2.40596 1.42694  0.228
H14 -5.00819 -2.50868 -1.10764  0.212
H15 -3.31536 -3.01464 -1.02315  0.216
H16 -4.73998 -1.00029 -2.81645  0.213
H17 -3.04117 -1.47362 -2.96463  0.219
H18 -4.09393 1.38727 -2.65269  0.208
H19 -3.37971 0.68849 -4.10940  0.207
H20 -2.37555 0.95286 -2.68376  0.226
H21 -4.70687 1.21853 1.38556  0.422
C13 -1.07442 -4.45174 1.08704  -0.253
O6 -1.04620 -3.05252 0.82026  -0.840
P2 0.36768 -2.22826 0.93839  1.868
O7 0.85876 -2.62865 2.42356  -0.821
C14 0.05490 -2.12690 3.50269  -0.258
O8 1.39929 -3.22580 0.20300  -0.823
C15 1.46870 -3.20742 -1.22828  -0.254
H22 -1.98710 -4.67051 1.64243  0.184
H23 -0.21003 -4.76528 1.67290  0.195
H24 -1.08746 -5.00712 0.14686  0.176
H25 -0.57419 -2.93246 3.88636  0.173
H26 -0.58426 -1.30037 3.18536  0.204
H27 0.71950 -1.77646 4.28912  0.204
H28 1.36515 -4.23508 -1.57763  0.176
H29 2.43428 -2.81041 -1.53394  0.194
H30 0.68067 -2.59280 -1.66601  0.209
N3 0.20196 1.14941 6.46290  -0.512
C16 0.41030 1.38670 5.34501  0.457
N4 0.69659 1.74055 4.12587  -0.693
C17 0.61320 1.15844 3.00707  0.639
N5 0.63250 0.70312 1.92663  -0.659

For the relative energy (zero: lowest compared OMol25 entry of this formula, charge and spin), the calculation gives 1.121 eV. The orbital gap (spin up / spin down) is 6.821 / 8.227 eV. Its charge is -1. The expectation value of S² is 3.765. As for the spin multiplicity: 4.

=====

Entry 6:
The following is a DFT calculation (ωB97M-V/def2-TZVPD) of 2 unconnected molecules or ions with the total composition C6H8NO6S.

Last column: natural (NBO) charge in e.
Element x y z (Å)
C1 1.69089 -2.97762 0.09009  0.988
C2 0.34375 2.73498 0.84140  0.952
C3 -0.89260 -0.70023 1.58245  -0.510
C4 0.36813 -0.96914 0.74773  0.190
C5 -0.91704 -0.09215 -0.91027  0.269
C6 -1.31310 0.37443 -2.28696  -0.683
N1 0.23369 -0.53061 -0.58799  -0.557
O1 2.31264 -3.82947 0.71176  -0.622
O2 1.03286 1.85405 1.31887  -0.796
O3 1.98978 -2.44354 -1.06892  -0.684
O4 0.89719 4.02256 0.75495  -0.770
O5 0.64106 -2.35766 0.77989  -0.561
O6 -0.75843 2.59035 0.32888  -0.827
S1 -2.20038 -0.14734 0.33865  0.199
H1 -1.16434 -1.63998 2.10090  0.226
H2 -0.70294 0.00581 2.36055  0.245
H3 1.15604 -0.32298 1.19960  0.249
H4 -2.22399 -0.18673 -2.52636  0.225
H5 -0.42561 0.29616 -2.89188  0.233
H6 -1.60427 1.44086 -2.22836  0.258
H7 0.20806 4.59823 0.48026  0.465
H8 1.32859 -1.71997 -1.13523  0.511

For the relative energy (zero: lowest compared OMol25 entry of this formula, charge and spin), the calculation gives 0.000 eV. The orbital gap is 7.718 eV. Its charge is -1.

=====

| no. | E_tot (eV) | strongest force on any atom (hartree/bohr) |
| --- | --- | --- |
| 1 | -187877.981 | 0.065 |
| 2 | -1016010.320 | 0.132 |
| 3 | -32686.443 | 0.060 |
| 4 | -16725.527 | 0.105 |
| 5 | -107891.718 | 0.061 |
| 6 | -30964.721 | 0.071 |